Entry 1:
{"formula": "C6H14O2", "method": "ωB97M-V with the def2-TZVPD basis set", "symbols": ["O", "C", "C", "C", "C", "C", "C", "H", "H", "H", "H", "H", "H", "H", "H", "H", "H", "H", "H", "H", "H", "O"], "xyz": [[-1.27795, -1.49554, -3.10662], [-1.51845, -0.65204, -2.15083], [-0.42258, 0.11095, -1.46052], [-0.75971, 0.28984, 0.06019], [-0.71249, -1.10465, 0.65871], [0.34647, 1.17523, 0.66024], [0.09868, 1.56096, 2.11068], [-2.54741, -0.44675, -1.80473], [-0.23850, 1.12544, -1.89321], [0.55851, -0.35812, -1.52372], [-1.72237, 0.79091, 0.17333], [-1.47270, -1.71208, 0.20757], [0.25267, -1.58117, 0.51031], [-0.90497, -1.12871, 1.74463], [0.43375, 2.08112, 0.03886], [1.30371, 0.71340, 0.40215], [0.48076, 2.53742, 2.42271], [-0.96084, 1.66864, 2.33310], [0.53824, 0.81499, 2.77751], [3.33582, -1.48635, -0.10941], [2.69612, -1.51777, -1.49051], [2.49324, -1.38572, -0.56042]], "forces_ev_per_a": [[-0.1, 0.0, -0.1], [0.5, -0.3, -0.3], [-1.1, 0.7, 0.5], [1.9, 0.0, -1.0], [-0.4, 0.2, 1.2], [-0.5, 0.8, -0.9], [0.5, 0.0, 0.4], [0.0, 0.0, 0.0], [-0.1, 0.0, 0.1], [-0.1, -0.5, -0.1], [-0.2, -0.2, 0.1], [-0.3, -0.4, -0.4], [0.1, 0.1, -0.2], [0.0, 0.2, -0.1], [-0.5, 0.1, 0.2], [0.1, -0.3, 0.8], [0.5, 0.0, -0.3], [-0.3, -0.4, -0.1], [-0.2, 0.0, 0.2], [0.1, 0.0, 0.0], [-0.2, 0.0, -0.2], [0.3, -0.1, 0.2]], "max_force_ha_per_bohr": 0.0410, "homo_ev": [0.8, -2.7], "s_squared": 0.7539, "multiplicity": 2, "homo_lumo_gap_ev": [2.33, 5.77], "lumo_ev": [3.087, 3.068], "de_lowest_kj_mol": 9.3, "total_energy_ev": -10542.373, "charge": -1}

Entry 2:
{"formula": "C6H14O2", "method": "ωB97M-V with the def2-TZVPD basis set", "symbols": ["C", "C", "C", "C", "C", "C", "H", "H", "H", "H", "H", "H", "H", "H", "H", "H", "O", "H", "H", "O", "H", "H"], "xyz": [[1.01556, -1.40575, -1.14863], [0.28322, -1.73251, -0.09785], [-0.41280, -0.70186, 0.74320], [-0.01414, -0.75037, 2.01833], [-1.16629, 0.40960, 0.07737], [-2.57526, -0.14837, -0.27937], [1.45815, -2.14669, -1.80242], [1.28074, -0.37470, -1.36043], [0.12712, -2.74382, 0.24575], [0.34191, -1.66802, 2.46816], [-0.12647, 0.13519, 2.63880], [-1.27143, 1.31466, 0.66639], [-0.70428, 0.51002, -0.90311], [-3.34736, 0.62238, -0.20111], [-2.86985, -1.00795, 0.31643], [-2.62237, -0.44658, -1.32520], [2.21555, 1.35237, 2.07446], [1.41623, 1.84368, 1.88776], [2.04030, 0.79257, 2.83095], [0.36372, 1.84503, -3.06267], [0.64580, 0.92280, -3.06114], [0.86064, 2.17966, -2.30322]], "forces_ev_per_a": [[0.4, -0.3, -0.3], [-1.5, 0.4, 0.0], [2.0, 0.0, 0.6], [-1.2, 0.5, 0.1], [-0.5, -1.6, -0.6], [-0.4, 0.5, -0.3], [0.2, -0.1, 0.2], [-0.3, 0.0, -0.1], [0.1, -0.4, -0.3], [0.5, 0.2, -0.1], [-0.4, -0.3, 0.3], [0.4, 0.1, 0.0], [0.2, 1.0, 0.2], [0.1, -0.1, 0.2], [0.0, 0.1, 0.2], [0.2, -0.2, 0.0], [0.6, 0.2, -0.2], [-0.2, 0.0, 0.1], [-0.2, 0.0, 0.1], [0.4, -0.2, 0.5], [-0.2, -0.1, -0.3], [-0.2, 0.3, -0.2]], "max_force_ha_per_bohr": 0.0413, "homo_ev": -8.9, "homo_lumo_gap_ev": 9.51, "lumo_ev": 0.654, "de_lowest_kj_mol": 251.3, "total_energy_ev": -10542.012, "charge": 0}

Entry 3:
{"formula": "C6H14O2", "method": "ωB97M-V with the def2-TZVPD basis set", "symbols": ["C", "C", "C", "C", "C", "C", "O", "H", "H", "H", "H", "H", "H", "H", "H", "H", "H", "H", "H", "O", "H", "H"], "xyz": [[-1.52324, -0.62985, 2.78978], [-1.35232, -1.04488, 1.36975], [-0.22479, -0.91596, 0.63358], [-0.32048, -1.01502, -0.85416], [0.30877, 0.18797, -1.63462], [1.82325, 0.01532, -1.65173], [2.09497, -0.94940, -2.62548], [-0.51655, -0.41001, 3.26937], [-2.28166, 0.18904, 2.71196], [-1.97776, -1.35055, 3.43861], [-2.26391, -1.54592, 0.94951], [0.50072, -0.42049, 1.14421], [-0.02030, -1.99278, -1.23083], [-1.40358, -1.06284, -1.23257], [-0.21711, 0.06383, -2.70076], [0.16010, 1.14474, -0.96665], [2.10762, 0.90618, -2.14652], [2.17309, -0.23188, -0.70067], [1.71742, -1.80145, -2.26614], [-0.77614, 3.54017, 1.64485], [-0.77773, 3.06930, 2.43468], [-0.01809, 3.13114, 1.22522]], "forces_ev_per_a": [[0.8, 0.9, 0.0], [0.2, -1.5, -0.6], [-4.7, -0.6, -0.4], [-1.6, 0.2, -1.3], [-1.3, -0.6, 1.3], [-2.8, 0.4, -3.2], [0.3, -2.8, 0.4], [-1.4, 0.5, -0.6], [1.0, 0.0, 0.7], [-0.3, -0.8, 0.1], [0.9, 0.7, 0.0], [2.8, 1.2, 0.9], [0.9, -0.1, -0.1], [1.1, 0.2, 1.2], [1.6, 1.3, 2.2], [-0.6, -1.5, -1.8], [1.4, 1.2, 0.4], [1.0, 0.1, 1.6], [0.7, 1.2, -0.8], [0.3, 0.9, -1.9], [-0.5, -1.1, 2.5], [0.2, 0.2, -0.6]], "max_force_ha_per_bohr": 0.0927, "homo_ev": -9.3, "homo_lumo_gap_ev": 9.95, "lumo_ev": 0.673, "de_lowest_kj_mol": 297.0, "total_energy_ev": -10541.539, "charge": 0}

Entry 4:
{"formula": "C6H14O2", "method": "ωB97M-V with the def2-TZVPD basis set", "symbols": ["C", "C", "C", "C", "C", "C", "O", "H", "H", "H", "H", "H", "H", "H", "H", "H", "H", "H", "H", "O", "H", "H"], "xyz": [[-1.10765, 1.61099, 1.42973], [-0.62178, 0.35096, 1.40640], [-0.20399, -0.36872, 2.73920], [-0.47731, -0.49493, 0.21464], [1.01013, -0.93785, -0.18501], [2.00766, 0.02268, -0.85741], [2.11767, 0.03352, -2.26898], [-1.80991, 1.76746, 0.58836], [-1.30967, 2.04249, 2.36399], [-0.57974, 0.42903, 3.49380], [-0.82428, -1.35143, 2.70847], [0.84761, -0.64461, 2.73604], [-1.17168, -1.34364, 0.30958], [-0.84460, 0.10917, -0.69140], [1.39726, -1.18533, 0.69833], [0.86429, -2.03789, -0.68467], [2.98132, -0.07924, -0.55098], [1.71624, 1.09097, -0.57646], [1.25445, -0.13920, -2.63339], [-1.71869, 0.24792, -3.07772], [-1.32075, -0.18091, -3.81732], [-2.20657, 1.05858, -3.34521]], "forces_ev_per_a": [[-1.2, -2.9, -1.7], [1.2, 0.2, 2.0], [-2.4, 1.1, -1.1], [0.0, 1.4, -3.6], [-2.8, -2.0, -3.0], [-3.2, 2.3, -0.5], [0.0, -0.6, -0.3], [0.9, 1.0, 0.2], [-0.1, 0.9, 1.0], [1.1, -2.1, -0.5], [0.9, 1.7, 0.6], [0.0, 0.2, 0.5], [0.6, -0.1, -0.1], [0.2, -0.9, 1.2], [2.1, -1.1, 3.6], [0.7, 2.8, 0.5], [2.2, -0.7, 1.2], [0.1, -1.2, 0.1], [-0.5, 0.0, -0.2], [-0.8, 1.1, 1.1], [0.1, -0.1, -1.1], [0.7, -1.1, -0.1]], "max_force_ha_per_bohr": 0.0887, "homo_ev": -9.2, "homo_lumo_gap_ev": 9.76, "lumo_ev": 0.534, "de_lowest_kj_mol": 307.1, "total_energy_ev": -10541.434, "charge": 0}